Record 1
{
  "formula": "C19H27FNS",
  "method": "ωB97M-V with the def2-TZVPD basis set",
  "symbols": ["S", "F", "N", "C", "C", "C", "C", "C", "C", "C", "C", "C", "C", "C", "C", "C", "C", "C", "C", "C", "C", "C", "H", "H", "H", "H", "H", "H", "H", "H", "H", "H", "H", "H", "H", "H", "H", "H", "H", "H", "H", "H", "H", "H", "H", "H", "H", "H", "H"],
  "positions_angstrom": [[2.253, -4.586, 0.385], [2.636, -0.118, -3.575], [-1.327, -1.648, 1.374], [-2.533, -0.862, 1.772], [-0.083, -3.788, 1.737], [4.365, -2.860, -5.191], [0.764, -2.089, 0.077], [-2.409, 5.811, 2.905], [3.333, -2.058, -4.720], [-2.063, 4.347, 2.369], [-2.467, 0.680, 1.433], [5.979, -1.335, -4.255], [5.687, -2.499, -4.956], [0.918, -3.406, 0.732], [-0.387, -1.257, 0.463], [-4.097, 2.631, 2.109], [3.638, -0.900, -4.028], [4.948, -0.526, -3.793], [-3.296, 3.849, 1.503], [1.811, -1.661, -0.981], [-1.175, -2.881, 1.998], [-3.200, 1.444, 2.633], [2.297, -2.327, -4.886], [4.139, -3.766, -5.740], [1.824, -5.393, -0.642], [-4.015, 4.702, 1.407], [-1.440, 1.077, 1.246], [-3.914, 0.706, 3.111], [-2.587, -0.940, 2.896], [1.402, -1.947, -1.993], [-0.060, -4.740, 2.321], [6.491, -3.128, -5.320], [-2.974, 3.583, 0.455], [2.012, -0.562, -1.018], [-4.814, 2.897, 2.924], [-1.152, 4.331, 1.716], [-1.433, 6.281, 3.216], [-4.718, 2.200, 1.267], [5.157, 0.390, -3.253], [7.009, -1.057, -4.069], [-3.109, 0.848, 0.519], [-1.846, 3.722, 3.270], [-1.946, -3.192, 2.747], [-2.474, 1.727, 3.435], [-3.466, -1.304, 1.343], [-0.482, -0.258, -0.029], [-3.028, 5.659, 3.835], [2.787, -2.213, -0.887], [-2.953, 6.415, 2.139]],
  "atomic_forces_ev_per_a": [[0.109, 0.242, 0.169], [-0.149, 0.101, 0.070], [1.339, -2.025, -0.136], [0.011, 1.439, 0.742], [-0.472, 2.273, -1.014], [0.150, 0.151, 0.132], [-0.446, -1.073, 1.477], [1.016, -1.142, 0.439], [-0.283, -0.038, 0.024], [-0.799, 0.859, -0.436], [-1.222, -0.078, 0.331], [-0.175, -0.135, -0.073], [0.044, -0.067, -0.033], [-2.524, 0.755, 0.210], [1.557, -0.848, -0.705], [0.380, -0.571, -0.383], [0.554, -0.406, -0.269], [0.001, 0.226, 0.178], [-0.116, -0.455, 0.471], [-0.514, -0.076, -0.502], [1.204, -0.965, -0.234], [-0.569, -0.423, -0.574], [0.022, 0.054, -0.035], [-0.020, 0.062, 0.034], [-0.428, 0.875, 0.496], [0.578, -0.751, -0.066], [-0.816, -0.393, 0.281], [0.710, 0.724, -0.463], [0.110, -0.159, -1.212], [0.393, 0.335, 0.905], [0.161, 0.971, -0.800], [-0.051, 0.051, 0.019], [-0.225, 0.221, 1.060], [-0.324, -0.907, 0.211], [0.725, 0.143, -0.642], [-0.680, 0.217, 0.667], [-1.168, -0.069, -0.304], [0.433, 0.434, 0.952], [-0.033, -0.018, -0.023], [-0.075, 0.021, -0.014], [0.951, -0.075, 0.749], [-0.242, 0.309, -0.870], [0.709, 0.651, -0.895], [-0.545, -0.113, -0.750], [0.991, 0.139, 0.231], [-0.171, -1.104, 0.646], [0.417, 0.491, -1.031], [-1.124, 0.552, 0.214], [0.605, -0.408, 0.756]],
  "charge": 1,
  "molar_mass_da": 320.5,
  "homo_lumo_gap_ev": 6.890,
  "lumo_ev": -4.5
}

Record 2
{
  "formula": "C19H27N2Tc",
  "method": "ωB97M-V with the def2-TZVPD basis set",
  "symbols": ["Tc", "N", "N", "C", "C", "C", "C", "C", "C", "C", "C", "C", "C", "C", "C", "C", "C", "C", "C", "C", "C", "C", "H", "H", "H", "H", "H", "H", "H", "H", "H", "H", "H", "H", "H", "H", "H", "H", "H", "H", "H", "H", "H", "H", "H", "H", "H", "H", "H"],
  "positions_angstrom": [[-0.088, 0.973, -0.005], [0.504, -2.401, 0.293], [-0.411, -3.187, -0.323], [-2.268, 0.524, 0.604], [0.229, 2.594, -2.769], [1.911, 1.632, 1.113], [1.039, -3.220, 1.239], [-2.059, -0.758, -1.316], [-2.495, -0.795, 0.014], [2.139, -2.876, 2.108], [0.608, 2.258, 1.462], [-1.538, 0.586, -1.595], [1.896, 0.306, 1.687], [-0.542, -4.440, 0.205], [1.924, 3.439, -1.329], [-0.295, 4.211, -1.066], [0.415, -4.496, 1.241], [-0.156, 1.241, 2.173], [0.662, 0.088, 2.336], [-1.965, 1.486, -0.488], [-1.501, -5.414, -0.336], [0.471, 2.781, -1.247], [2.729, -0.383, 1.671], [2.663, 2.677, -1.611], [-2.755, 0.833, 1.548], [0.396, -0.783, 2.941], [-1.018, -6.170, -0.983], [-1.392, 4.133, -1.141], [0.693, 1.655, -3.079], [-1.121, 1.387, 2.671], [-2.264, -4.906, -0.936], [2.529, -3.790, 2.561], [-1.136, 0.836, -2.571], [-0.126, 4.706, -0.079], [0.071, 4.933, -1.899], [0.672, 3.449, -3.358], [1.922, 4.287, -2.106], [-2.259, -1.530, -2.062], [-0.903, -2.858, -1.122], [-0.845, 2.534, -3.021], [-2.003, -5.951, 0.482], [-2.326, 2.553, -0.569], [-3.041, -1.610, 0.483], [2.849, 2.178, 0.775], [2.960, -2.398, 1.566], [0.686, -5.311, 1.876], [1.849, -2.217, 2.929], [2.299, 3.877, -0.373], [0.392, 3.337, 1.407]],
  "atomic_forces_ev_per_a": [[2.486, -0.035, -0.370], [0.461, -1.103, 0.562], [0.143, -0.969, 1.042], [-1.768, 0.482, -1.397], [-0.324, -0.452, -0.401], [-0.449, 0.458, 1.295], [-1.995, -0.457, -1.696], [-0.103, 1.628, 0.846], [0.326, 0.884, -0.423], [1.353, 0.431, 0.984], [1.851, 0.234, 1.615], [-1.930, -1.253, -0.355], [-0.523, 1.065, -0.222], [1.706, 1.066, 0.866], [0.671, -0.425, 0.670], [-0.338, -0.098, 0.371], [-0.808, 1.158, -1.478], [0.346, 1.169, 0.700], [0.420, -0.191, -0.197], [-1.391, -0.684, -0.576], [-0.427, -0.750, -0.280], [0.180, 3.958, -1.928], [-0.195, 0.113, -0.166], [0.021, 0.245, -0.197], [0.664, -0.272, -0.712], [-0.028, 0.301, -0.604], [-0.145, 0.358, 0.309], [0.357, 0.039, -0.245], [0.125, 0.102, -0.434], [0.776, 0.086, -0.273], [0.041, -0.146, 0.093], [0.039, 0.171, -0.024], [-0.590, 0.064, 0.389], [0.182, -0.324, -0.701], [-0.731, -1.296, 1.517], [-0.511, -1.045, 0.612], [0.095, -1.461, 1.250], [0.546, 0.158, 0.220], [-0.154, 0.264, -0.279], [0.518, 0.283, -0.013], [0.123, 0.166, -0.312], [0.756, -1.458, 0.189], [0.489, 0.133, 0.099], [-1.723, -0.988, 0.095], [-0.066, -0.147, 0.058], [-0.118, -0.317, 0.136], [0.087, -0.076, 0.014], [-0.482, -0.195, -0.576], [0.037, -0.872, -0.078]],
  "charge": 1,
  "spin_multiplicity": 4,
  "molar_mass_da": 381.4,
  "homo_lumo_gap_ev": [6.685, 6.583],
  "lumo_ev": [-4.2, -5.1]
}

Record 3
{
  "formula": "C19H27N2Zr",
  "method": "ωB97M-V with the def2-TZVPD basis set",
  "symbols": ["Zr", "N", "N", "C", "C", "C", "C", "C", "C", "C", "C", "C", "C", "C", "C", "C", "C", "C", "C", "C", "C", "C", "H", "H", "H", "H", "H", "H", "H", "H", "H", "H", "H", "H", "H", "H", "H", "H", "H", "H", "H", "H", "H", "H", "H", "H", "H", "H", "H"],
  "positions_angstrom": [[0.181, -0.269, 0.705], [3.336, -0.569, 0.694], [2.305, -0.045, 0.049], [0.923, -2.576, 0.071], [-0.419, -2.453, -0.372], [-0.486, 0.947, 2.750], [4.468, -0.244, 0.050], [4.153, 0.535, -1.046], [1.932, 1.405, -1.975], [-4.081, 0.389, -1.349], [-1.242, -2.302, 0.766], [0.934, -2.507, 1.483], [2.772, 0.645, -1.012], [-4.941, -0.076, -0.235], [-0.407, -2.344, 1.911], [-3.818, -0.528, -2.483], [5.836, -0.670, 0.482], [-0.501, 2.139, 0.798], [0.834, 2.079, 1.272], [-3.895, 1.847, -1.549], [0.847, 1.340, 2.477], [-1.319, 1.433, 1.708], [1.799, -2.600, 2.118], [-3.677, -1.558, -2.151], [1.791, -2.718, -0.551], [-2.387, 1.311, 1.639], [-6.013, -0.012, -0.484], [-4.802, 0.525, 0.665], [2.224, 2.476, -1.948], [-4.749, -1.119, 0.020], [-4.754, 2.307, -2.063], [-0.813, 0.376, 3.603], [-3.787, 2.377, -0.602], [-4.653, -0.549, -3.202], [0.859, 1.314, -1.706], [1.688, 2.533, 0.802], [6.313, -1.266, -0.323], [4.836, 0.968, -1.764], [1.707, 1.144, 3.094], [-0.736, -2.268, 2.934], [5.774, -1.297, 1.398], [3.278, -1.134, 1.565], [-3.020, 2.066, -2.163], [6.459, 0.221, 0.701], [-0.829, 2.638, -0.097], [-0.757, -2.484, -1.394], [-2.315, -2.205, 0.764], [-2.936, -0.231, -3.052], [2.087, 1.008, -2.999]],
  "atomic_forces_ev_per_a": [[-0.132, 0.137, -0.092], [1.528, -0.409, 0.221], [-1.429, 0.743, -0.930], [-0.407, -0.082, -0.182], [0.203, -0.050, 0.139], [-0.310, -0.011, -0.164], [1.598, -0.046, -0.033], [0.122, -0.197, 0.311], [-0.491, 0.009, -0.004], [0.273, 0.000, 0.026], [0.144, -0.242, 0.209], [-0.086, 0.393, 0.078], [0.192, -0.476, 0.513], [0.247, -0.085, 0.240], [-0.309, 0.110, -0.031], [0.347, -0.165, -0.031], [0.083, -0.323, 0.430], [0.220, -0.023, 0.165], [-0.492, 0.159, -0.079], [0.338, 0.091, 0.098], [0.011, -0.384, -0.046], [0.054, 0.046, 0.306], [-0.041, -0.171, 0.137], [-0.069, -0.002, 0.039], [-0.004, 0.019, -0.103], [-0.055, -0.016, -0.031], [0.047, 0.070, -0.166], [-0.027, 0.084, -0.034], [-0.283, -0.610, -0.115], [-0.022, -0.034, -0.089], [-0.118, -0.158, 0.021], [-0.042, 0.014, 0.068], [-0.065, -0.007, 0.059], [-0.140, 0.110, 0.116], [0.382, 0.173, -0.314], [0.049, 0.030, -0.020], [-0.209, 0.395, 0.542], [-0.080, -0.116, 0.150], [0.016, 0.036, 0.076], [-0.040, -0.041, 0.059], [0.194, 0.374, -0.554], [-0.370, 0.820, -1.191], [-0.061, -0.067, -0.055], [-0.304, -0.599, -0.144], [-0.109, 0.071, -0.085], [-0.034, 0.006, -0.093], [-0.052, 0.028, -0.010], [-0.079, 0.071, 0.015], [-0.189, 0.328, 0.582]],
  "charge": 1,
  "molar_mass_da": 374.7,
  "homo_lumo_gap_ev": [3.640, 3.640],
  "lumo_ev": [-4.3, -4.3]
}

Record 4
{
  "formula": "C19H27N3O2",
  "method": "ωB97M-V with the def2-TZVPD basis set",
  "symbols": ["O", "O", "N", "N", "N", "C", "C", "C", "C", "C", "C", "C", "C", "C", "C", "C", "C", "C", "C", "C", "C", "C", "C", "C", "H", "H", "H", "H", "H", "H", "H", "H", "H", "H", "H", "H", "H", "H", "H", "H", "H", "H", "H", "H", "H", "H", "H", "H", "H", "H", "H"],
  "positions_angstrom": [[-1.264, 2.645, -1.613], [1.288, -3.758, -0.066], [2.060, 2.067, -0.524], [-0.866, 1.163, -0.056], [-2.446, 2.433, -0.962], [2.117, 1.073, 0.545], [3.643, -0.422, -0.769], [-5.078, -1.253, -0.077], [-2.879, -1.157, -1.276], [2.022, -2.623, -0.251], [1.691, -1.374, 0.257], [-3.162, 1.029, 0.932], [2.502, -0.275, 0.005], [3.092, 3.200, 1.232], [0.097, -3.672, 0.677], [3.180, -2.764, -1.018], [-2.178, 1.548, -0.045], [2.021, 3.349, 0.149], [1.053, 1.844, -1.529], [-3.011, -0.477, 1.175], [3.977, -1.668, -1.274], [-3.563, -1.387, 0.069], [3.136, 1.688, 1.521], [-0.357, 1.853, -1.031], [-5.571, -1.387, 0.883], [2.871, 1.459, 2.551], [0.288, -3.356, 1.708], [-0.619, -2.988, 0.213], [1.037, 3.546, 0.609], [-5.455, -2.006, -0.765], [-1.948, -0.688, 1.310], [-5.346, -0.276, -0.472], [1.142, 2.615, -2.299], [-2.983, 1.548, 1.879], [-3.523, -0.726, 2.107], [-4.163, 1.290, 0.593], [-0.319, -4.679, 0.682], [-3.349, -2.417, 0.386], [4.254, 0.441, -0.983], [0.798, -1.230, 0.845], [-3.163, -0.192, -1.691], [4.054, 3.543, 0.854], [2.239, 4.151, -0.559], [1.139, 0.993, 1.047], [4.129, 1.286, 1.329], [4.866, -1.785, -1.875], [-3.175, -1.927, -1.985], [-1.796, -1.183, -1.172], [1.248, 0.865, -1.982], [3.424, -3.740, -1.404], [2.846, 3.782, 2.118]],
  "atomic_forces_ev_per_a": [[0.782, -0.076, -0.192], [0.285, 0.048, -0.162], [0.053, 0.055, 0.116], [0.423, -0.123, -0.102], [-1.113, -0.042, 0.391], [0.081, -0.099, 0.249], [-0.062, 0.076, 0.052], [0.261, -0.143, 0.086], [-0.024, -0.190, 0.163], [0.201, -0.032, -0.114], [-0.163, -0.162, 0.090], [-0.067, -0.131, 0.156], [0.022, -0.106, -0.073], [-0.080, 0.085, -0.005], [-0.164, 0.000, 0.123], [-0.220, -0.147, 0.090], [0.278, 0.543, -0.502], [0.054, 0.220, 0.013], [0.091, 0.032, -0.287], [-0.129, -0.087, -0.105], [-0.018, -0.013, 0.014], [-0.010, 0.070, 0.018], [-0.042, -0.002, -0.042], [-0.367, -0.148, 0.350], [-0.128, -0.004, 0.089], [0.027, -0.064, 0.014], [-0.018, 0.011, -0.040], [0.010, 0.015, 0.019], [0.014, -0.003, -0.031], [-0.100, -0.041, -0.082], [0.015, -0.033, 0.099], [-0.083, 0.123, -0.057], [0.000, -0.133, -0.016], [-0.080, 0.021, -0.045], [0.049, 0.002, 0.038], [-0.032, 0.054, 0.061], [-0.013, 0.085, 0.030], [-0.013, 0.065, -0.009], [0.091, 0.116, -0.029], [-0.139, 0.017, 0.052], [0.002, 0.100, -0.115], [0.007, 0.042, 0.020], [-0.074, 0.040, 0.031], [0.239, -0.025, -0.050], [0.004, -0.025, 0.031], [0.076, -0.022, -0.052], [-0.030, -0.046, -0.106], [0.118, 0.014, -0.060], [-0.083, 0.126, -0.064], [0.029, -0.120, -0.053], [0.039, 0.056, -0.006]],
  "charge": 0,
  "smiles": "COc1cccc([C@H]2CCCN2Cc2nc(CCC(C)C)no2)c1",
  "molar_mass_da": 329.4,
  "homo_lumo_gap_ev": 9.164,
  "lumo_ev": 0.8
}